[1]
This record from the OMol25 dataset describes 2 unconnected molecules or ions with the total composition C7H14F3NO2. The level of theory is ωB97M-V/def2-TZVPD.

XYZ file:
```
27
Properties=species:S:1:pos:R:3:mulliken_charge:R:1
C -2.240 0.089 1.361 -1.29
C -2.302 0.040 -0.190 0.34
C -1.423 -1.108 -0.700 -0.93
N 0.006 -0.708 -0.545 -0.08
C 1.003 -1.792 -0.810 0.76
F 0.469 -3.002 -0.822 -0.25
F 1.828 -1.661 0.206 -0.20
F 1.654 -1.608 -1.946 -0.23
C 0.197 0.491 -1.458 -0.63
C -0.672 1.602 -0.911 -0.66
O -2.041 1.281 -0.803 -0.39
H -1.843 1.017 1.754 0.36
H -1.692 -0.776 1.728 0.36
H -3.250 -0.034 1.738 0.36
H -3.312 -0.234 -0.474 0.40
H -1.673 -1.986 -0.121 0.44
H -1.580 -1.303 -1.755 0.42
H 0.222 -0.349 0.398 0.48
H 1.238 0.786 -1.385 0.48
H -0.072 0.196 -2.463 0.38
H -0.245 1.985 0.021 0.39
H -0.603 2.423 -1.618 0.39
C 3.251 0.958 1.775 -0.29
O 2.344 1.884 2.119 -0.81
H 3.596 0.251 2.581 0.19
H 2.914 0.236 0.968 -0.20
H 4.227 1.322 1.352 0.20
```

- Kohn-Sham gap (Ha) = 0.1791
- net charge = 0
- maximum force (eV/A) = 1.23
- total energy (Eh) = -779.77009

[2]
This record from the OMol25 dataset describes 2 unconnected molecules or ions with the total composition C15H22N5O6. The level of theory is ωB97M-V/def2-TZVPD.

XYZ file:
```
48
Properties=species:S:1:pos:R:3:mulliken_charge:R:1
C 1.962 -5.016 3.104 -0.86
C 1.924 -5.023 1.492 -0.26
C 2.964 -3.898 0.956 0.39
O 4.163 -3.856 1.345 -0.53
O 2.427 -2.966 -0.002 -0.40
C 2.601 -1.602 0.449 -0.33
C 1.560 -1.164 1.614 -0.50
N 1.267 0.308 1.382 0.39
C 2.480 1.182 1.365 0.17
C 3.438 1.263 2.559 -0.42
C 4.750 2.106 2.621 -0.42
C 4.988 2.890 1.276 -0.37
C 3.908 2.702 0.195 -0.13
N 2.738 1.909 0.177 -0.44
C 0.029 0.767 1.168 0.75
N -0.387 2.143 0.929 -0.43
C -1.829 2.035 0.741 -0.13
N -2.323 0.674 0.897 0.01
O -3.572 0.190 0.822 -0.44
N -1.177 -0.025 1.142 0.11
H 2.799 -4.307 3.445 0.26
H 0.977 -4.516 3.448 0.23
H 2.079 -6.080 3.495 0.29
H 2.230 -6.014 1.021 0.36
H 0.882 -4.731 1.115 0.23
H 2.468 -0.909 -0.467 0.37
H 3.649 -1.372 0.852 0.40
H 0.619 -1.803 1.656 0.19
H 2.140 -1.200 2.612 0.13
H 3.183 0.622 3.480 0.25
H 5.446 2.156 3.516 0.38
H 5.914 3.557 1.130 0.32
H 4.087 3.315 -0.766 0.33
H -2.532 2.894 0.498 0.41
H -3.923 0.323 -0.094 0.39
H -1.337 -1.034 1.248 0.29
C -2.838 1.982 -4.923 -0.60
O -4.153 2.513 -5.079 -0.30
C -5.049 2.038 -4.199 0.81
O -4.828 1.230 -3.326 -0.56
O -6.231 2.616 -4.458 -0.30
C -7.289 2.203 -3.594 -0.61
H -2.203 2.435 -5.684 0.23
H -2.434 2.235 -3.940 0.26
H -2.839 0.900 -5.073 0.29
H -7.065 2.465 -2.558 0.27
H -7.469 1.130 -3.691 0.29
H -8.192 2.733 -3.896 0.23
```

- Kohn-Sham gap (Ha) = 0.3176
- net charge = +1
- maximum force (eV/A) = 7.97
- total energy (Eh) = -1309.46977

[3]
This record from the OMol25 dataset describes 2 unconnected molecules or ions with the total composition BH3OS. The level of theory is ωB97M-V/def2-TZVPD.

XYZ file:
```
6
Properties=species:S:1:pos:R:3:mulliken_charge:R:1
B 0.229 0.061 -0.160 0.36
O -2.159 -1.311 0.041 -0.73
S 1.525 -1.000 -0.075 -0.06
H 0.085 1.211 -0.275 0.04
H -2.590 -1.136 -0.714 0.22
H 2.327 -0.004 0.177 0.18
```

- Kohn-Sham gap (spin up / spin down) (Ha) = 0.2871 / 0.2870
- relative energy (zero: lowest compared OMol25 entry of this formula, charge and spin) (kcal per mole) = 133.0
- net charge = 0
- maximum force (eV/A) = 6.54
- total energy (Eh) = -499.91370

[4]
This record from the OMol25 dataset describes a molecular structure, C16H45BGaN6O3P2. The level of theory is ωB97M-V/def2-TZVPD.

XYZ file:
```
74
Properties=species:S:1:pos:R:3:mulliken_charge:R:1
C 5.153 5.630 -1.637 -0.16
C 4.073 6.152 -1.491 -0.49
C 2.785 6.709 -1.018 -0.68
Ga 1.331 6.591 -2.508 0.65
B -0.180 5.232 -1.861 -0.10
C -1.428 5.811 -1.027 -1.00
O -0.127 3.828 -2.109 -0.51
H 6.166 5.293 -1.610 0.42
H 2.414 6.136 -0.161 0.25
H 2.965 7.749 -0.723 0.28
H 1.954 6.203 -3.939 -0.37
H 0.694 8.078 -2.653 -0.36
H -1.372 5.531 0.040 0.31
H -1.367 6.908 -1.059 0.21
H -2.410 5.519 -1.436 0.26
H -0.511 3.663 -2.979 0.24
O -3.001 1.119 -3.129 -0.82
P -3.109 -0.061 -2.181 0.85
N -1.437 -0.271 -1.856 0.16
C -0.733 -1.511 -1.637 -0.87
C -0.793 0.830 -1.131 -0.93
N -3.741 -1.181 -3.364 0.26
C -2.848 -1.993 -4.169 -1.11
C -4.766 -0.596 -4.221 -1.14
N -3.629 -1.124 -0.914 0.10
C -3.513 -0.628 0.454 -1.10
C -4.099 -2.489 -1.010 -0.92
H -0.972 -1.982 -0.671 0.12
H 0.342 -1.336 -1.640 0.47
H -0.901 -2.239 -2.430 0.09
H -0.933 0.728 -0.045 0.20
H -1.197 1.796 -1.431 0.42
H 0.277 0.866 -1.338 0.34
H -2.041 -1.405 -4.625 0.31
H -3.400 -2.489 -4.971 0.39
H -2.417 -2.808 -3.582 0.25
H -4.340 0.007 -5.032 0.32
H -5.436 0.044 -3.645 0.38
H -5.382 -1.386 -4.663 0.32
H -2.643 -1.061 0.963 0.25
H -4.407 -0.858 1.040 0.40
H -3.403 0.457 0.463 0.37
H -3.274 -3.181 -1.212 0.27
H -4.862 -2.614 -1.775 0.27
H -4.564 -2.804 -0.071 0.39
O 1.384 -1.376 0.827 -0.59
P 2.094 -2.130 1.932 0.63
N 0.698 -2.871 2.636 0.31
C 0.460 -3.146 4.033 -0.83
C 0.008 -3.835 1.786 -1.17
N 2.634 -0.727 2.803 0.17
C 1.805 -0.124 3.833 -1.07
C 3.164 0.325 1.932 -1.15
N 3.224 -3.106 2.805 0.06
C 3.372 -4.494 2.378 -1.14
C 4.007 -2.758 3.973 -0.88
H 1.081 -3.963 4.433 0.22
H -0.582 -3.440 4.179 0.38
H 0.596 -2.269 4.660 0.15
H 0.464 -4.834 1.848 0.30
H 0.032 -3.518 0.742 0.29
H -1.045 -3.920 2.064 0.37
H 0.771 0.036 3.500 0.28
H 2.215 0.841 4.135 0.40
H 1.806 -0.725 4.745 0.25
H 2.374 0.925 1.471 0.34
H 3.770 -0.103 1.131 0.37
H 3.817 0.990 2.502 0.36
H 2.841 -5.178 3.050 0.30
H 4.423 -4.792 2.341 0.39
H 2.974 -4.633 1.371 0.34
H 3.386 -2.724 4.874 0.27
H 4.522 -1.809 3.861 0.28
H 4.789 -3.503 4.147 0.39
```

- Kohn-Sham gap (Ha) = 0.1812
- net charge = -1
- maximum force (eV/A) = 6.53
- total energy (Eh) = -3823.04218

[5]
This record from the OMol25 dataset describes C2H5NO3 in the gas phase. The level of theory is ωB97M-V/def2-TZVPD.

XYZ file:
```
11
Properties=species:S:1:pos:R:3:mulliken_charge:R:1
C -0.364 -0.492 0.097 0.53
N -0.674 -0.172 1.374 -0.39
C 1.058 -0.223 -0.317 0.29
O -1.433 -0.616 -0.714 -0.46
O 0.477 1.080 -1.128 -0.62
O 2.002 -0.077 0.457 -0.64
H -1.176 -0.266 -1.584 0.38
H 1.133 1.751 -0.878 0.30
H -1.649 -0.119 1.632 0.25
H -0.073 0.545 1.773 0.25
H 0.700 -1.411 -0.712 0.11
```

- Kohn-Sham gap (spin up / spin down) (Ha) = 0.3077 / 0.3077
- relative energy (zero: lowest compared OMol25 entry of this formula, charge and spin) (kcal per mole) = 105.6
- net charge = 0
- maximum force (eV/A) = 5.70
- total energy (Eh) = -359.54097

[6]
This record from the OMol25 dataset describes a molecular structure, C42H38N7OPRbS3. The level of theory is ωB97M-V/def2-TZVPD.

XYZ file:
```
93
Properties=species:S:1:pos:R:3:mulliken_charge:R:1
Rb -0.004 -1.083 -0.061 0.81
C -3.003 -3.575 3.247 -1.40
C -2.819 -2.096 3.062 0.56
C -1.701 -1.455 3.600 -0.36
C -1.555 -0.081 3.506 -0.35
C -2.522 0.680 2.858 -0.14
C -3.621 0.053 2.296 -0.75
C -3.767 -1.326 2.399 -0.24
H -2.108 -4.121 2.952 0.16
H -3.843 -3.948 2.663 0.33
H -3.198 -3.810 4.295 0.41
H -0.944 -2.049 4.094 0.37
H -0.681 0.395 3.929 0.32
H -2.411 1.755 2.788 0.52
H -4.373 0.636 1.779 0.44
H -4.636 -1.809 1.967 0.29
C -3.006 -3.866 -0.335 -0.86
C -2.997 -3.119 -1.623 0.32
N -2.175 -2.155 -1.886 0.59
C -2.346 -1.687 -3.168 -0.33
C -3.347 -2.288 -3.867 -0.74
S -4.076 -3.501 -2.912 -0.31
C -1.375 -0.723 -3.708 -0.23
C -1.335 -0.262 -4.989 -0.61
S 0.057 0.699 -5.213 -0.29
C 0.502 0.422 -3.574 -0.07
N -0.332 -0.319 -2.914 1.27
C 1.783 0.931 -3.010 -0.86
H -2.160 -3.549 0.273 0.00
H -2.906 -4.938 -0.510 0.42
H -3.929 -3.691 0.215 0.30
H -3.637 -2.125 -4.888 0.45
H -2.013 -0.473 -5.794 0.46
H 2.132 1.811 -3.549 0.46
H 2.545 0.153 -3.075 0.36
H 1.668 1.183 -1.957 -0.13
O 2.392 -0.421 0.133 -0.08
C 2.371 0.496 0.971 -0.74
C 2.753 1.881 0.599 0.30
C 4.097 2.208 0.373 -0.70
C 4.504 3.523 0.297 -0.68
C 3.581 4.562 0.428 -0.82
C 2.245 4.252 0.617 -0.20
C 1.817 2.929 0.693 -0.14
P 0.097 2.430 0.991 0.98
C -0.688 2.509 -0.663 0.63
C -0.162 3.203 -1.751 -0.51
C -0.823 3.208 -2.970 -0.76
C -2.024 2.528 -3.116 -0.56
C -2.557 1.831 -2.042 -0.40
C -1.887 1.818 -0.828 -0.31
C -0.612 3.909 1.810 -0.01
C -1.460 4.832 1.206 -0.10
C -1.969 5.902 1.929 -0.69
C -1.633 6.070 3.262 -0.44
C -0.788 5.154 3.876 -0.64
C -0.292 4.080 3.158 -0.49
H 4.820 1.405 0.278 0.41
H 5.550 3.751 0.127 0.39
H 3.902 5.594 0.381 0.43
H 1.516 5.051 0.710 0.48
H 0.784 3.719 -1.644 0.45
H -0.392 3.732 -3.813 0.37
H -2.530 2.521 -4.073 0.34
H -3.476 1.272 -2.157 0.43
H -2.291 1.246 0.001 0.17
H -1.729 4.715 0.164 0.33
H -2.630 6.609 1.442 0.39
H -2.031 6.904 3.823 0.36
H -0.522 5.273 4.919 0.38
H 0.361 3.364 3.643 0.38
N 0.633 -3.349 -1.749 -0.48
C 1.108 -3.654 -2.762 0.37
C 1.613 -3.989 -4.019 -0.05
C 2.987 -4.263 -4.157 0.14
N 4.118 -4.487 -4.243 -0.61
C 0.745 -3.974 -5.126 0.23
N 0.016 -3.964 -6.024 -0.65
C 2.883 -2.245 3.596 -0.89
N 3.066 -3.043 2.408 0.11
C 4.177 -2.754 1.509 -0.47
C 3.721 -3.357 0.165 -0.24
N 2.481 -4.020 0.536 -0.08
C 2.073 -3.673 1.767 0.01
S 0.541 -4.023 2.382 -0.43
H 3.812 -2.242 4.168 0.28
H 2.091 -2.685 4.200 0.33
H 2.624 -1.215 3.324 0.16
H 5.093 -3.218 1.884 0.34
H 4.320 -1.674 1.443 0.16
H 4.438 -4.074 -0.234 0.41
H 3.534 -2.584 -0.583 -0.03
H 1.768 -4.238 -0.150 0.26
```

- Kohn-Sham gap (Ha) = 0.1988
- relative energy (zero: lowest compared OMol25 entry of this formula, charge and spin) (kcal per mole) = 0.0
- net charge = -1
- maximum force (eV/A) = 1.22
- total energy (Eh) = -3641.90396

[7]
This record from the OMol25 dataset describes 2 unconnected molecules or ions with the total composition C4H7N2O2. The level of theory is ωB97M-V/def2-TZVPD.

XYZ file:
```
15
Properties=species:S:1:pos:R:3:mulliken_charge:R:1
C -0.092 -2.015 -0.677 -0.01
C 2.165 0.311 0.804 0.20
C 0.060 0.082 0.171 0.42
C -0.679 1.393 0.027 -1.51
N 0.095 -0.741 -0.969 -0.03
N -0.407 -2.082 0.610 -0.02
O 2.945 -0.087 0.041 -0.30
O -0.199 -0.831 1.210 -0.26
H -0.235 -2.873 -1.325 0.41
H 2.142 0.322 1.897 0.34
H -1.768 1.399 0.120 0.34
H -0.478 1.693 -0.945 0.48
H -0.309 2.063 0.649 0.40
H 0.022 -0.203 -1.825 0.24
H -0.296 -2.888 1.208 0.30
```

- Kohn-Sham gap (Ha) = 0.2789
- relative energy (zero: lowest compared OMol25 entry of this formula, charge and spin) (kcal per mole) = 108.8
- net charge = +1
- maximum force (eV/A) = 4.57
- total energy (Eh) = -416.18641

[8]
This record from the OMol25 dataset describes a molecular structure, C46H47Cl2IN9O5ReTe. The level of theory is ωB97M-V/def2-TZVPD.

XYZ file:
```
112
Properties=species:S:1:pos:R:3:mulliken_spin:R:1
Re -1.458 0.353 -1.055 1.35
C -1.343 1.560 3.772 0.00
C -1.852 0.216 3.356 0.01
N -2.078 -0.692 4.260 0.00
C -2.634 -1.879 3.896 0.00
C -3.131 -2.114 2.651 -0.01
C -3.855 -3.394 2.359 0.00
O -2.954 -4.273 1.695 0.00
C -2.885 -1.137 1.644 0.02
C -3.633 -1.099 0.438 -0.01
N -3.339 -0.383 -0.602 -0.06
C -4.382 -0.208 -1.575 0.07
C -4.647 -1.211 -2.493 0.00
C -5.643 -1.038 -3.442 0.00
C -6.388 0.131 -3.464 0.00
C -6.137 1.133 -2.535 0.00
C -5.137 0.959 -1.592 -0.03
I -4.826 2.444 -0.160 0.00
C -2.071 -0.031 1.948 0.04
O -1.582 0.797 1.088 0.00
H -1.023 1.521 4.810 0.00
H -2.131 2.311 3.661 0.00
H -0.509 1.863 3.142 0.00
H -2.719 -2.621 4.679 0.00
H -4.737 -3.215 1.732 0.00
H -4.204 -3.820 3.304 0.00
H -3.324 -5.161 1.687 0.00
H -4.605 -1.589 0.428 0.00
H -4.038 -2.105 -2.479 0.00
H -5.829 -1.816 -4.170 0.00
H -7.170 0.267 -4.199 0.00
H -6.724 2.041 -2.537 0.00
N -1.221 2.822 -0.603 0.11
N 0.034 3.324 -0.905 -0.02
C 0.886 2.594 -1.662 -0.03
N 1.948 3.234 -2.142 0.00
N 0.569 1.311 -1.821 0.06
N 1.423 0.499 -2.575 -0.01
O 2.516 0.917 -2.951 0.00
O 1.010 -0.601 -2.812 0.00
H -1.961 3.254 -1.150 0.00
H -1.408 2.829 0.394 0.00
H 0.177 4.322 -0.878 0.00
H 2.119 4.193 -1.898 0.00
H 2.662 2.666 -2.580 0.00
Cl -3.287 3.517 -3.476 0.01
C -3.112 2.095 -4.479 0.06
C -3.556 2.158 -5.783 -0.05
C -3.407 1.052 -6.607 0.10
C -2.816 -0.099 -6.107 -0.05
C -2.387 -0.152 -4.795 0.07
Cl -1.675 -1.616 -4.214 0.01
C -2.515 0.949 -3.918 -0.01
N -2.105 0.946 -2.635 0.20
H -4.011 3.069 -6.147 0.00
H -3.743 1.091 -7.635 0.01
H -2.691 -0.972 -6.734 0.00
C 7.800 0.567 -1.124 0.00
C 6.377 0.603 -0.633 0.00
C 5.549 -0.501 -0.738 0.00
C 4.234 -0.490 -0.276 0.00
C 3.405 -1.730 -0.497 0.01
C 3.737 0.670 0.335 -0.01
Te 1.760 0.658 1.146 0.01
N -0.562 -1.125 -0.550 0.00
C -0.225 -2.418 -0.304 0.05
O 0.526 -2.779 0.590 0.11
C -0.744 -3.411 -1.310 0.01
C -2.089 -3.726 -1.440 0.01
C -2.504 -4.642 -2.395 0.00
C -1.578 -5.234 -3.243 0.00
C -0.231 -4.920 -3.115 0.00
C 0.185 -4.019 -2.147 -0.01
C 2.339 0.957 3.172 0.00
C 2.114 2.155 3.857 0.00
C 1.570 3.418 3.231 0.00
C 2.368 2.209 5.230 0.00
C 2.782 1.101 5.943 0.00
C 2.906 1.134 7.443 0.00
C 3.033 -0.073 5.239 0.00
C 2.840 -0.162 3.870 0.00
C 3.173 -1.455 3.173 0.00
C 4.547 1.814 0.407 0.00
C 4.081 3.110 1.013 0.00
C 5.850 1.758 -0.071 0.00
H 8.079 -0.436 -1.445 0.00
H 8.490 0.879 -0.339 0.00
H 7.937 1.243 -1.969 0.00
H 5.931 -1.409 -1.192 0.00
H 4.048 -2.608 -0.561 0.00
H 2.859 -1.652 -1.441 0.00
H 2.675 -1.892 0.292 -0.01
H -2.808 -3.280 -0.765 -0.01
H -3.556 -4.890 -2.485 0.00
H -1.905 -5.932 -4.002 0.00
H 0.497 -5.374 -3.775 0.00
H 1.235 -3.775 -2.039 0.00
H 1.132 3.230 2.252 0.00
H 2.360 4.164 3.116 0.00
H 0.806 3.853 3.877 0.00
H 2.199 3.144 5.754 0.00
H 2.810 2.148 7.827 0.00
H 3.862 0.725 7.772 0.00
H 2.119 0.527 7.895 0.00
H 3.372 -0.952 5.777 0.00
H 3.503 -2.202 3.895 0.00
H 3.974 -1.302 2.446 0.00
H 2.311 -1.854 2.633 0.00
H 3.018 3.271 0.833 0.00
H 4.646 3.947 0.600 0.00
H 4.233 3.104 2.094 0.00
H 6.472 2.644 0.007 0.00
```

- Kohn-Sham gap (spin up / spin down) (Ha) = 0.2217 / 0.2395
- net charge = 0
- maximum force (eV/A) = 2.18
- total energy (Eh) = -4214.37037
- 2S+1 = 3
- ⟨S²⟩ = 2.05